1.
DFT (the ωB97M-V functional and the def2-TZVPD basis) results for a gas-phase ion, C5H12NO (charge +1) at a distorted geometry.

Calculated values
Total charge: +1
Energy above the lowest of the compared OMol25 structures with the same formula, charge and spin (kcal per mole): 47.0
Kohn-Sham gap (hartree): 0.3484
Multiplicity: 1
Max |F| (eV Å⁻¹): 4.7
E_HOMO (eV): -14.168
Lowest unoccupied orbital energy (eV): -4.687
E_tot (eV): -8908.590

Last columns: bonded neighbours and bond lengths (Å).
Geometry (Å):
1 C 0.3414 0.6813 -2.6893  N2 1.259, H8 1.128, H9 1.119
2 N 0.0723 0.7913 -1.4638  C1 1.259, C3 1.578, H10 1.066
3 C 1.0058 1.1289 -0.2374  N2 1.578, C4 1.473, H11 1.194, H12 1.138
4 C 0.8406 0.3667 1.0125  C3 1.473, C5 1.536, H13 1.184, H14 1.092
5 C 0.5414 -1.1136 0.7341  C4 1.536, C6 1.611, H15 1.105, H16 1.115
6 C -0.8909 -1.4129 1.4090  C5 1.611, O7 1.396, H17 1.126, H18 1.069
7 O -1.6600 -0.3206 1.0052  C6 1.396, H19 0.974
8 H -0.4908 0.4687 -3.4205  C1 1.128
9 H 1.3334 0.7684 -3.1985  C1 1.119
10 H -0.8864 0.5035 -1.0981  N2 1.066
11 H 0.9524 2.3206 -0.1931  C3 1.194
12 H 2.0289 0.8329 -0.6371  C3 1.138
13 H -0.1448 0.7206 1.5653  C4 1.184
14 H 1.6419 0.5258 1.7372  C4 1.092
15 H 0.4526 -1.3834 -0.3335  C5 1.105
16 H 1.3395 -1.8063 1.0889  C5 1.115
17 H -0.8523 -1.3788 2.5339  C6 1.126
18 H -1.3607 -2.3004 1.0423  C6 1.069
19 H -2.2697 -0.1488 1.7445  O7 0.974

2.
DFT (the ωB97M-V functional and the def2-TZVPD basis) results for a gas-phase ion, C5H12NO (charge +1) at a distorted geometry.

Calculated values
Total charge: +1
Energy above the lowest of the compared OMol25 structures with the same formula, charge and spin (kcal per mole): 36.4
Kohn-Sham gap (hartree): 0.3570
Multiplicity: 1
Max |F| (eV Å⁻¹): 2.2
E_HOMO (eV): -13.497
Lowest unoccupied orbital energy (eV): -3.783
E_tot (eV): -8909.050

Last columns: bonded neighbours and bond lengths (Å).
Geometry (Å):
1 C 0.2880 2.3863 0.6880  C2 1.324, H8 1.079, H9 1.090
2 C -0.5349 1.3955 0.3801  C1 1.324, N3 1.481, C4 1.484
3 N -1.7371 1.0833 1.1874  C2 1.481, H10 1.023, H11 1.019, H12 1.007
4 C -0.1556 0.3096 -0.5577  C2 1.484, C5 1.544, H13 1.101, H14 1.095
5 C 0.6272 -0.8576 0.0829  C4 1.544, C6 1.546, H15 1.083, H16 1.098
6 C 0.6085 -2.1025 -0.8339  C5 1.546, O7 1.433, H17 1.091, H18 1.094
7 O 1.8237 -2.0095 -1.5875  C6 1.433, H19 0.949
8 H 1.2845 2.5603 0.3124  C1 1.079
9 H -0.0070 3.1508 1.4064  C1 1.090
10 H -1.6636 1.4158 2.1525  N3 1.023
11 H -1.7069 0.0792 1.3598  N3 1.019
12 H -2.5753 1.3796 0.7156  N3 1.007
13 H 0.5379 0.7887 -1.2658  C4 1.101
14 H -0.8480 0.0259 -1.3565  C4 1.095
15 H 1.6512 -0.5241 0.1932  C5 1.083
16 H 0.1518 -1.1641 1.0239  C5 1.098
17 H -0.2226 -2.1030 -1.5414  C6 1.091
18 H 0.5503 -3.0226 -0.2441  C6 1.094
19 H 1.9279 -2.7915 -2.1157  O7 0.949